[1]
29
Properties=species:S:1:pos:R:3:forces:R:3 method="wB97M-V/def2-TZVPD" gap_ev=10.44 homo_energy_ev=-10.2 smiles=OCCO.OCCO.O.O.O energy_ha=-689.84284
O -0.926562 -2.254975 2.647708 0.2 -0.1 -0.3
C -0.335562 -2.963204 1.542854 -0.6 -0.2 0.8
C 1.144965 -2.755223 1.452500 0.1 -0.5 -0.9
O 1.345608 -1.363865 1.281998 0.3 0.5 0.0
H -0.305583 -2.228872 3.382197 0.0 -0.1 0.0
H -0.578595 -4.028608 1.628587 0.1 0.0 0.0
H -0.828350 -2.574908 0.654146 0.0 0.0 -0.1
H 1.493861 -3.316850 0.571767 0.0 0.2 0.1
H 1.709092 -3.179643 2.290028 -0.1 0.3 0.3
H 2.085605 -1.187182 0.694065 0.1 -0.2 0.0
O -0.598016 4.090399 -3.604165 0.0 0.2 -0.2
C -0.158940 3.221563 -2.583845 0.2 0.2 0.3
C -0.097559 1.851168 -3.186058 0.0 -0.6 -0.4
O 0.215254 0.925455 -2.140022 0.1 0.2 -0.2
H -0.403764 4.999106 -3.362620 0.0 0.0 0.0
H 0.847456 3.478673 -2.228277 -0.1 0.1 0.0
H -0.834749 3.236917 -1.722484 0.0 -0.1 0.0
H 0.667100 1.825030 -3.971601 0.1 0.1 0.2
H -1.038541 1.591676 -3.684443 -0.1 0.1 0.3
H 0.191245 0.039064 -2.510377 0.0 0.0 0.1
O -3.192237 -1.291501 1.044724 -0.1 -0.2 0.0
H -2.726450 -1.668648 1.800976 0.0 0.1 0.0
H -2.572461 -0.639210 0.691001 0.0 0.1 0.0
O 2.559720 1.046375 2.620251 0.1 0.0 -0.1
H 1.932894 0.507030 2.125696 -0.1 -0.1 0.2
H 2.061641 1.367021 3.377090 0.0 0.0 0.0
O -0.936429 0.470447 0.458089 0.1 0.1 0.2
H -0.326521 -0.087756 0.954632 0.1 -0.1 0.0
H -0.394124 0.890510 -0.224407 -0.2 -0.2 -0.2


[2]
32
Properties=species:S:1:pos:R:3:forces:R:3 method="wB97M-V/def2-TZVPD" gap_ev=7.51 homo_energy_ev=-4.4 total_charge=-1 energy_ha=-1123.07378
O -0.206386 1.205244 -2.493653 0.1 0.2 0.0
C 0.327335 1.903723 -1.644192 0.3 -0.2 0.2
N 0.823566 1.458761 -0.466050 -0.2 -0.3 -0.6
C 0.690259 0.049982 -0.055350 0.8 0.0 0.1
C 1.130105 -0.058731 1.395365 -0.4 0.3 0.7
S 0.172946 1.053236 2.500364 0.0 0.0 0.0
C 1.552410 -0.859415 -0.957439 -0.6 -0.2 -0.3
N 1.356109 -2.277618 -0.711141 0.2 -0.4 0.1
H 0.480684 2.975530 -1.832651 0.0 0.1 0.2
H 0.958628 2.118577 0.291528 -0.2 0.1 0.1
H -0.348320 -0.272759 -0.120311 -0.1 0.1 -0.1
H 2.183924 0.193533 1.525137 0.1 -0.1 -0.3
H 1.007591 -1.086196 1.742047 0.0 0.0 -0.2
H 2.616740 -0.634280 -0.869600 0.0 0.1 0.2
H 1.282432 -0.684005 -2.002051 0.0 0.1 0.1
H 0.374817 -2.520636 -0.661490 -0.4 0.1 -0.2
H 1.726015 -2.566222 0.183925 0.2 0.2 0.1
H 3.122837 1.382286 -0.225812 0.0 0.0 -0.1
H 3.877442 1.680002 1.050416 0.1 0.0 -0.3
O 4.012203 1.583870 0.094620 -0.1 0.1 0.4
H -2.046757 1.693817 0.394010 0.2 0.1 0.2
H -2.907713 0.579247 0.944140 0.0 0.3 -0.2
O -2.907964 1.287698 0.259366 -0.3 -0.2 0.2
H -1.534567 0.013943 -2.173991 -0.3 0.0 0.1
H -2.743747 0.228955 -1.209495 0.4 -0.2 -0.4
O -2.377046 -0.388176 -1.886052 -0.2 0.1 0.0
H -2.024817 -1.929902 0.684529 0.1 -0.5 -0.5
H -2.105448 -1.813118 -0.849755 0.2 -0.4 0.3
O -1.876896 -2.458085 -0.134135 -0.2 0.5 0.2
H -1.512658 -0.190835 2.347642 -0.1 0.0 -0.3
H -2.785344 -0.944815 2.850055 0.1 0.0 -0.3
O -2.318380 -0.723611 2.030024 0.0 0.1 0.9


[3]
6
Properties=species:S:1:pos:R:3:forces:R:3 method="wB97M-V/def2-TZVPD" gap_ev=10.62 homo_energy_ev=-9.7 smiles=C#CC#C energy_ha=-153.46989
C -1.853881 -0.040416 -0.002010 -2.8 0.6 -0.1
C -0.666828 -0.158920 -0.000089 -1.0 0.4 0.2
C 0.666100 -0.034005 0.044868 5.2 -0.6 -0.4
C 1.898486 -0.052097 -0.021865 -5.6 0.1 0.4
H -2.943442 0.204647 -0.018574 1.8 -0.7 0.0
H 2.899567 0.080793 -0.002330 2.5 0.2 0.0


[4]
6
Properties=species:S:1:pos:R:3:forces:R:3 method="wB97M-V/def2-TZVPD" gap_ev=10.74 homo_energy_ev=-9.8 smiles=C#CC#C energy_ha=-153.47573
C -1.905786 0.031338 -0.035188 0.0 -0.2 0.5
C -0.698834 -0.071753 -0.002621 -0.3 0.5 0.0
C 0.696034 -0.042052 0.022445 2.6 0.3 -0.2
C 1.927004 0.057440 -0.001510 -3.7 -0.7 0.0
H -2.992407 0.084792 0.090527 1.1 -0.1 -0.3
H 2.973990 -0.059766 -0.073651 0.4 0.2 0.1


[5]
46
Properties=species:S:1:pos:R:3:forces:R:3 method="wB97M-V/def2-TZVPD" gap_ev="3.68 / 5.64" homo_energy_ev="-17.2 / -17.2" total_charge=+3 energy_ha=-5604.19744 multiplicity=11
Cr 4.324665 25.612510 5.631024 2.8 -0.8 2.1
Co 9.573092 24.443476 2.454654 -2.2 -1.4 -0.8
Co 5.035613 20.768461 2.546038 0.5 0.4 -0.2
Cl 7.091380 23.035615 4.814470 0.3 0.4 0.2
O 6.369914 24.257511 5.178522 -1.1 0.8 -0.6
O 6.340810 22.288497 3.848806 -0.1 0.0 -0.2
O 8.369161 23.447863 4.236895 0.1 0.3 -0.2
O 7.317866 22.318082 6.000050 0.1 -0.6 0.1
B 4.543575 22.064867 0.957215 0.6 0.6 0.1
H 4.015512 21.046353 1.069499 -1.5 -2.5 0.2
H 4.435263 22.651974 1.963114 -0.2 0.7 1.8
H 5.659417 21.869138 0.710378 1.8 -0.5 0.0
H 4.058476 22.656198 0.108479 -0.7 0.5 -0.8
B 7.972575 23.883719 1.037239 -1.4 -0.5 -0.4
H 7.945632 23.440567 -0.017147 0.4 -0.3 -1.2
H 8.505218 23.094852 1.689532 1.7 -1.6 1.7
H 8.561243 24.873863 1.018145 1.9 2.8 0.1
H 6.931045 24.090320 1.468834 -1.1 0.4 0.9
C 9.507588 23.773182 8.073957 -0.6 0.5 0.8
N 9.707178 22.729727 9.131238 -0.9 -1.2 -0.9
O 8.836887 22.637262 9.974733 0.0 0.5 0.3
O 10.595032 21.930867 8.973823 0.5 0.3 0.0
H 8.447824 24.017739 8.087353 0.0 -0.2 0.0
H 9.783111 23.373482 7.106306 0.5 0.1 0.1
H 10.007943 24.670822 8.430497 0.5 -0.1 -0.4
C 5.876194 17.818870 5.829061 0.6 -0.8 0.6
N 5.666139 18.243065 4.436787 -0.2 -0.4 -0.9
O 5.577748 17.444748 3.562747 0.0 -0.2 0.3
O 5.610852 19.468857 4.212865 -0.4 1.8 -0.3
H 5.919611 18.636451 6.537287 -0.2 0.3 -0.4
H 6.834566 17.296326 5.838938 0.0 0.0 -0.1
H 5.117176 17.079579 6.078472 -0.1 0.1 -0.1
C 6.963385 28.471890 7.800326 -0.9 1.3 -0.9
N 6.999469 27.148750 7.103340 1.3 0.4 1.8
O 8.032209 26.567561 7.124062 -0.3 -0.5 -0.8
O 5.916552 26.664904 6.718103 -1.9 -0.3 -1.2
H 7.936757 28.946623 7.870196 0.3 -0.7 0.2
H 6.452729 28.371565 8.755758 0.1 -0.3 0.0
H 6.371906 29.143655 7.174699 -0.2 -0.2 0.1
C 4.896567 22.152740 8.846339 0.3 0.4 -0.5
N 4.192259 23.480609 8.663673 0.0 -1.2 0.4
O 3.401998 23.839692 9.460842 -0.3 0.3 0.2
O 4.497405 24.104110 7.632955 0.1 1.0 -1.7
H 4.149111 21.364325 8.837454 -0.2 0.2 0.3
H 5.470354 22.196754 9.768815 -0.2 0.0 0.1
H 5.550303 22.060131 7.985532 0.1 -0.1 0.1


[6]
35
Properties=species:S:1:pos:R:3:forces:R:3 method="wB97M-V/def2-TZVPD" gap_ev="11.95 / 6.18" homo_energy_ev="-21.3 / -21.1" total_charge=+3 energy_ha=-1300.68133 multiplicity=2
N 6.324567 16.618982 15.816835 -1.2 -1.6 0.2
H 5.819642 17.493670 15.824630 0.8 1.4 0.5
H 7.292178 16.587459 16.104635 0.5 0.5 0.0
H 6.163853 16.305696 14.870198 0.8 -0.3 -0.5
H 5.792975 15.982459 16.393341 0.0 -0.5 0.6
N 2.413989 19.678825 12.610093 0.0 -0.4 -0.1
H 3.244125 19.390276 13.107796 0.8 0.8 -0.2
H 1.737816 19.700432 13.360055 -1.1 0.1 0.0
H 2.282595 18.930239 11.944918 -0.8 0.1 -0.4
H 2.528294 20.573836 12.156237 0.1 0.4 -0.2
N 4.614160 16.157759 11.647072 -1.1 -1.1 -1.1
H 3.976423 16.159297 10.863870 -0.3 0.2 -0.8
H 4.461659 15.230575 12.017443 0.1 -0.5 0.7
H 4.320392 16.874706 12.294971 0.7 0.2 0.3
H 5.546970 16.191862 11.261338 0.7 0.6 0.2
B 5.022039 18.583436 13.991352 4.8 3.1 0.9
F 4.968926 19.583760 13.143811 -0.3 3.5 -2.7
F 5.792334 17.652768 13.446618 2.1 -3.6 -1.3
F 5.675768 19.060561 15.141103 -0.4 -0.2 1.4
F 3.835010 18.156793 14.187084 -5.9 -3.0 1.9
C 2.804383 19.548676 18.232809 1.0 1.2 0.4
C 1.345495 19.406328 18.602928 0.5 -1.6 -0.3
C 0.551694 20.374178 17.737763 -1.1 0.2 1.4
S 1.558241 20.724286 16.242251 -1.1 0.8 -2.3
O 1.866714 22.124141 15.965472 -0.4 -1.7 0.7
O 1.118494 19.828812 15.110660 0.6 1.4 2.3
C 3.150176 19.867896 16.727940 -0.3 -2.4 0.8
H 3.332268 18.632095 18.496113 0.3 0.1 -0.1
H 3.142580 20.392455 18.834275 0.6 0.0 -0.1
H 1.312128 19.578382 19.678745 -0.4 1.0 0.0
H 1.002917 18.372597 18.649239 -0.2 -0.1 -1.1
H 0.371361 21.237213 18.378666 0.4 0.9 -0.8
H -0.450208 20.071833 17.433005 0.2 -0.3 -0.4
H 4.017139 20.368538 16.296854 -0.1 0.7 0.7
H 3.091658 18.900378 16.229360 -0.2 0.2 -0.3